Formula: C29H33MnN3O8PS2
Source: the Open Molecules 2025 dataset
Level of theory: ωB97M-V/def2-TZVPD

Last column: Löwdin spin population.
Element x y z (Å)
Mn1 1.436 -1.478 -0.492  0.996
O1 4.175 -1.734 2.533  0.005
C1 3.163 -1.683 1.850  0.002
O2 3.104 -1.404 0.595  0.004
C2 1.796 -1.978 2.495  -0.003
P1 0.585 -0.957 1.586  -0.011
C3 -1.033 -1.426 2.302  0.000
C4 -1.193 -2.529 3.136  0.000
C5 -2.450 -2.873 3.620  0.000
C6 -3.561 -2.116 3.283  0.000
C7 -3.412 -1.012 2.451  0.000
C8 -2.160 -0.677 1.963  0.000
C9 0.889 0.674 2.373  -0.002
C10 0.180 1.148 3.476  0.000
C11 0.548 2.335 4.093  0.000
C12 1.634 3.058 3.621  0.000
C13 2.343 2.595 2.521  0.000
C14 1.971 1.414 1.897  0.000
H1 1.825 -1.805 3.570  -0.001
H2 1.563 -3.024 2.282  0.000
H3 -0.337 -3.130 3.410  0.000
H4 -2.557 -3.738 4.263  0.000
H5 -4.539 -2.386 3.660  0.000
H6 -4.274 -0.418 2.173  0.000
H7 -2.051 0.162 1.287  0.000
H8 -0.658 0.584 3.865  0.000
H9 -0.009 2.688 4.953  0.000
H10 1.931 3.977 4.114  0.000
H11 3.195 3.149 2.147  0.000
H12 2.542 1.044 1.053  0.000
S1 1.795 0.741 -1.520  0.004
C15 1.594 0.125 -3.101  0.000
N1 0.706 0.584 -3.988  0.000
C16 0.535 -0.358 -5.094  0.000
C17 1.507 -1.494 -4.722  0.000
N2 2.264 -0.912 -3.613  0.000
H13 -0.070 1.155 -3.678  0.000
H14 0.788 0.113 -6.045  0.000
H15 -0.495 -0.711 -5.132  0.000
H16 2.166 -1.762 -5.547  0.000
H17 0.966 -2.374 -4.368  0.000
H18 2.698 -1.547 -2.952  0.000
C18 0.774 5.866 1.140  0.000
C19 0.032 4.787 0.402  0.000
C20 0.214 4.606 -0.963  0.000
C21 -0.490 3.632 -1.653  0.000
C22 -1.388 2.833 -0.968  0.000
C23 -1.583 2.992 0.397  0.000
C24 -0.870 3.962 1.075  0.000
S2 -2.335 1.639 -1.854  0.000
O3 -1.913 1.717 -3.239  0.000
O4 -3.734 1.825 -1.576  0.000
N3 -1.897 0.235 -1.159  0.000
C25 -2.828 -0.897 -1.367  0.000
C26 -2.113 -2.230 -1.151  0.000
C27 -0.991 -2.409 -2.168  0.002
O5 -1.131 -3.164 -3.125  0.002
O6 0.033 -1.652 -1.976  0.003
H19 1.657 6.186 0.587  0.000
H20 1.091 5.518 2.124  0.000
H21 0.136 6.741 1.288  0.000
H22 0.928 5.224 -1.494  0.000
H23 -0.342 3.484 -2.713  0.000
H24 -2.290 2.362 0.922  0.000
H25 -1.003 4.074 2.144  0.000
H26 -0.926 -0.026 -1.381  0.000
H27 -3.250 -0.877 -2.376  0.000
H28 -3.652 -0.790 -0.661  0.000
H29 -2.843 -3.030 -1.271  0.000
H30 -1.696 -2.276 -0.144  0.000
C28 1.943 -5.270 -1.466  0.000
C29 1.888 -3.813 -1.098  0.005
O7 1.163 -3.453 -0.117  -0.001
O8 2.510 -2.961 -1.774  -0.003
H31 1.823 -5.892 -0.581  0.000
H32 2.875 -5.498 -1.978  0.000
H33 1.110 -5.466 -2.145  0.000

Lowest unoccupied orbital energy (spin up / spin down), eV: 2.48 / 2.48
Orbital gap (spin up / spin down), eV: 7.752 / 7.228
Energy above the lowest of the compared OMol25 structures with the same formula, charge and spin, kJ/mol: 0.0
Total charge: -1
2S+1: 2

Formula: C3H4O3
Source: the Open Molecules 2025 dataset
Level of theory: ωB97M-V/def2-TZVPD

Last column: Löwdin charge in e.
Element x y z (Å)
O1 -0.975 -0.079 1.879  -0.031
C1 0.075 -0.208 0.973  -0.204
C2 -0.349 0.117 -0.438  -0.320
O2 -1.478 0.460 -0.718  0.116
C3 0.744 0.068 -1.508  -0.154
O3 1.887 0.326 -1.224  0.090
H1 -1.727 0.283 1.384  0.086
H2 0.924 0.448 1.217  0.138
H3 0.472 -1.236 0.974  0.144
H4 0.428 -0.178 -2.539  0.135

Lowest unoccupied orbital energy, eV: -0.69
SMILES: O=CC(=O)CO
Orbital gap, eV: 9.602
Energy above the lowest of the compared OMol25 structures with the same formula, charge and spin, kJ/mol: 150.1
Total charge: 0

Which of these has the lowest total charge? C29H33MnN3O8PS2

Which of these has the highest total charge? C3H4O3

Look up the energy above the lowest of the compared OMol25 structures with the same formula, charge and spin of the first one. 0.0 kJ/mol

The highest energy above the lowest of the compared OMol25 structures with the same formula, charge and spin belongs to which entry? C3H4O3